# C2H2O2S

A cluster of 2 separate species, C2H2O2S in total in a non-equilibrium geometry (wB97M-V/def2-TZVPD, the OMol25 dataset).

Results
* F_max: 2.9 eV Å⁻¹
* calculated total energy: -625.866708 Ha

Last column: Löwdin charge in e.
CARTESIAN COORDINATES (ANGSTROEM)
1 C -0.7142 0.9150 0.1199  -0.13
2 C -0.0644 -0.0183 1.0059  -0.18
3 O 0.4691 -1.0805 -1.7537  -0.65
4 O 0.5621 1.0182 0.2302  -0.07
5 S -0.3527 -0.0101 -2.3344  0.80
6 H -0.0918 0.2462 2.0939  0.11
7 H 0.1918 -1.0704 0.6382  0.11

Forces on atoms 1 to 2 (eV/Å):
C -0.919 0.944 -1.081
C 0.818 -2.228 1.656